(1)
Formula: C2HNO2
Source: the Open Molecules 2025 dataset
Level of theory: ωB97M-V with the def2-TZVPD basis set

```
6
Properties=species:S:1:pos:R:3:forces:R:3:lowdin_charge:R:1
C 0.384360 0.092330 0.031548 3.2044 -2.4003 -0.5662 -0.596
C -0.978673 -0.267239 0.056953 -12.0362 2.3581 -0.8061 -0.015
H 2.068767 -0.569295 0.126501 4.2442 1.8538 0.5852 0.068
N -2.219813 -0.038372 -0.031997 9.9415 -2.3281 0.8116 0.201
O 1.259518 -0.912117 -0.038527 -4.8660 -4.1808 -0.3323 0.154
O 0.869958 1.148037 -0.015664 -0.4879 4.6973 0.3078 0.189
```
Positions in Å, forces in eV/Å.

Results
- Lowest unoccupied orbital energy: -0.79 eV
- Molar mass: 71.035 g mol⁻¹
- Net charge: 0
- Kohn-Sham gap: 11.03 eV
- HOMO: -11.81 eV
- SMILES string: N#CC(=O)O

---

(2)
Formula: C3H5N2
Source: the Open Molecules 2025 dataset
Level of theory: ωB97M-V with the def2-TZVPD basis set

```
10
Properties=species:S:1:pos:R:3:forces:R:3:lowdin_charge:R:1
C 0.277857 0.914444 -0.586941 1.5677 4.0863 -2.2097 -0.108
C -0.927011 0.757923 0.138845 1.6563 -5.0329 1.9732 0.161
N -0.849526 -0.518910 0.805473 1.9926 4.0213 -5.4649 0.139
C 0.378736 -1.008766 0.008290 0.3998 -4.2535 2.4941 -0.177
N 1.223834 0.032052 -0.500554 -3.6225 -0.7581 -0.1122 0.227
H 0.502789 1.804431 -1.192825 -0.3953 -0.0719 0.5224 0.149
H -1.760591 1.362361 0.175763 -1.5840 1.5495 0.4064 0.126
H -0.586276 -0.405751 1.755107 -0.5530 -0.4863 1.8650 0.150
H -0.084739 -1.589336 -0.858478 0.8138 0.5628 0.8530 0.186
H 0.931172 -1.745305 0.624835 -0.2752 0.3828 -0.3274 0.146
```
Positions in Å, forces in eV/Å.

Results
- Lowest unoccupied orbital energy: -8.19 eV
- Molar mass: 69.087 g mol⁻¹
- Net charge: +1
- Kohn-Sham gap: 8.94 eV
- HOMO: -17.13 eV